w) DFT (ωB97M-V/def2-TZVPD) results for a cluster of 4 separate species, C6H20O4 in total.

Results
- SMILES: CC(C)O.CO.CO.CO
- LUMO: 0.66 eV
- HOMO-LUMO gap: 10.33 eV

Geometry as ORCA input:
```
! wB97M-V def2-TZVPD RIJCOSX def2/J DEFGRID3
* xyz 0 1
C -9.21329 19.16640 -0.30712
C -8.13036 18.37893 -1.01660
C -8.31531 16.88050 -0.95261
O -8.15534 18.70058 -2.43021
H -9.06215 20.24536 -0.32955
H -9.14055 18.95353 0.77277
H -10.22350 18.85205 -0.56576
H -7.16151 18.67579 -0.59893
H -8.33330 16.50111 0.06878
H -7.52010 16.37060 -1.49164
H -9.28189 16.70338 -1.42216
H -7.89896 19.62687 -2.49474
C -16.82482 17.62682 0.90893
O -15.44498 17.75323 1.15004
H -17.33994 17.49161 1.85976
H -17.27642 18.51928 0.45697
H -16.99828 16.75555 0.26482
H -14.92741 17.91488 0.35647
C -11.74630 15.56723 -1.39846
O -11.76018 16.65590 -2.30253
H -12.43898 14.78950 -1.72511
H -10.77374 15.10047 -1.20506
H -11.99050 15.88465 -0.37884
H -11.01757 16.57989 -2.90883
C -13.33847 19.58912 -2.09046
O -13.90856 18.45274 -1.38827
H -13.91082 20.45351 -1.75485
H -12.30788 19.74384 -1.77736
H -13.49191 19.41950 -3.15438
H -13.25384 17.74928 -1.51220
*
```

***

x) DFT (ωB97M-V/def2-TZVPD) results for a cluster of 5 separate species, C6H20O4 in total.

Results
- SMILES: C/C=C(\C)CC.O.O.O.O
- LUMO: 0.48 eV
- HOMO-LUMO gap: 9.89 eV

Geometry as ORCA input:
```
! wB97M-V def2-TZVPD RIJCOSX def2/J DEFGRID3
* xyz 0 1
C -1.22946 -0.36784 2.20358
C -0.22610 -0.15562 1.10525
C -0.25188 -0.75250 -0.08683
C -1.32371 -1.72482 -0.47454
C 0.81712 -0.48406 -1.12664
C 2.22296 -0.85454 -0.66812
H -0.99393 -1.28885 2.75103
H -2.25765 -0.47684 1.85059
H -1.22348 0.45076 2.91958
H 0.55907 0.54246 1.38065
H -0.98679 -2.44891 -1.21723
H -1.72075 -2.28590 0.37407
H -2.17006 -1.19507 -0.92723
H 0.57816 -1.01438 -2.04927
H 0.79574 0.57800 -1.38796
H 2.97872 -0.64950 -1.42718
H 2.52353 -0.29285 0.22031
H 2.30874 -1.91052 -0.40755
O -1.68947 2.55662 0.12518
H -0.77573 2.84709 0.37121
H -1.77204 1.65070 0.44982
O 1.00038 -3.22481 1.64952
H 0.99746 -2.27828 1.73753
H 0.48493 -3.41878 0.85399
O -0.49508 2.71607 -2.38254
H -0.78050 2.01391 -2.99265
H -1.14050 2.64317 -1.62346
O 1.06904 3.11483 -0.09825
H 1.88321 2.60353 -0.07299
H 0.81806 3.10693 -1.04988
*
```

***

y) DFT (ωB97M-V/def2-TZVPD) results for a cluster of 4 separate species, C6H20O4 in total.

Results
- SMILES: CCO.CCO.CCO.O
- LUMO: 0.67 eV
- HOMO-LUMO gap: 10.97 eV

Geometry as ORCA input:
```
! wB97M-V def2-TZVPD RIJCOSX def2/J DEFGRID3
* xyz 0 1
C 3.12651 -1.36451 2.43712
C 1.74976 -1.35311 1.79753
O 0.77832 -0.74683 2.61266
H 3.42142 -0.32405 2.61711
H 3.93813 -1.75749 1.82108
H 3.13555 -1.90208 3.38262
H 1.44342 -2.36661 1.51357
H 1.71234 -0.87761 0.80678
H 0.75764 0.19915 2.43025
C -1.11051 -0.98705 -3.08101
C 0.35206 -0.52549 -3.05792
O 0.45799 0.83132 -3.43234
H -1.28179 -2.00322 -2.72879
H -1.53047 -0.92763 -4.08798
H -1.64301 -0.27919 -2.44239
H 0.94302 -1.19867 -3.69388
H 0.76678 -0.62320 -2.05524
H 0.23863 0.93479 -4.36208
C -2.17213 2.37135 0.61900
C -1.09604 1.87824 1.56242
O 0.04590 1.41282 0.84773
H -2.49640 1.57451 -0.05494
H -1.80808 3.20975 0.02151
H -3.06081 2.70437 1.15717
H -1.41396 0.99942 2.12841
H -0.92451 2.67806 2.29312
H 0.19365 1.97337 0.07676
O -1.56073 -1.55803 0.20595
H -0.92610 -1.16684 0.82641
H -2.03662 -0.80554 -0.16064
*
```

***

Most stable pick: x). Distance to second place: 0.943 eV.

***

w) DFT (ωB97M-V/def2-TZVPD) results for a cluster of 2 separate species, C6H11NO2 in total.

Results
- SMILES: CN(C)C=O.C=C1CO1
- LUMO: 0.66 eV
- HOMO-LUMO gap: 9.29 eV

Geometry as ORCA input:
```
! wB97M-V def2-TZVPD RIJCOSX def2/J DEFGRID3
* xyz 0 1
C -1.40027 0.19086 -1.14832
N -0.78561 0.29966 0.17559
C -0.50422 1.67404 0.59873
C -1.40603 -0.49934 1.20026
O -2.11231 -1.44204 0.95746
H -0.60435 0.23484 -1.88976
H -2.12096 0.98773 -1.33896
H -1.85698 -0.78470 -1.28672
H -1.35717 2.10983 1.11906
H 0.33472 1.63852 1.29373
H -0.16864 2.29406 -0.23127
H -1.32752 -0.05102 2.19839
C 1.99524 0.26862 -0.97507
C 1.26328 -0.50286 -0.17449
C 1.38120 -1.85037 0.32794
O 1.19706 -0.87053 1.35072
H 2.60885 -0.19008 -1.73503
H 1.92401 1.34370 -1.00362
H 2.37665 -2.29047 0.35196
H 0.56304 -2.56047 0.20941
*
```

***

x) DFT (ωB97M-V/def2-TZVPD) results for a structure of composition C6H11NO2.

Results
- LUMO: 0.11 eV
- HOMO-LUMO gap: 9.37 eV

Geometry as ORCA input:
```
! wB97M-V def2-TZVPD RIJCOSX def2/J DEFGRID3
* xyz 0 1
C 2.13660 0.68725 0.77664
C 1.44578 -0.12956 -0.10109
C -0.02067 -0.18301 0.04164
C -0.29585 1.17854 -0.63198
C -0.74971 -1.45812 -0.57569
C -0.66570 -0.29174 1.29469
H 3.44850 0.43052 1.09770
H 1.14528 0.87118 2.02477
H 2.02478 2.05252 -0.12526
H -0.04406 2.13586 -0.08586
H -0.17299 1.15429 -1.85234
H -2.04925 0.74450 -0.42412
H -0.98485 -1.23668 -1.62390
H -0.26545 -2.57701 -0.33860
H -2.57815 -1.40650 0.81962
H -0.11257 -0.92583 1.97913
H -1.21080 0.53326 1.80547
N -1.72268 -0.88138 0.37698
O 1.84994 -0.88667 -0.89042
O -1.63049 1.58334 -0.45217
*
```

***

Most stable pick: w). Distance to second place: 5.433 eV.

***

w) DFT (ωB97M-V/def2-TZVPD) results for a cluster of 2 separate species, C6H11NO2 in total.

Results
- SMILES: [H]/N=C(/C)O[C@H](C)O.C#C
- LUMO: 0.87 eV
- HOMO-LUMO gap: 10.61 eV

Geometry as ORCA input:
```
! wB97M-V def2-TZVPD RIJCOSX def2/J DEFGRID3
* xyz 0 1
H 1.56117 1.09432 1.03806
N 0.96281 1.77131 0.57755
C -0.09078 1.32772 0.05165
C -1.03262 2.24766 -0.66646
O -0.76004 0.13075 0.35930
C -0.02129 -0.92800 0.88736
C -0.85689 -2.19287 0.77484
O 0.42970 -0.70696 2.18417
H -1.59844 1.69581 -1.41235
H -0.47070 3.06049 -1.11393
H -1.73488 2.67013 0.05009
H 0.90302 -1.03075 0.23087
H -1.09477 -2.37096 -0.26905
H -0.29574 -3.03576 1.17056
H -1.78153 -2.07489 1.33840
H -0.29090 -0.35086 2.71887
C 1.30643 0.23625 -2.04264
C 1.68085 -0.87756 -1.73937
H 1.22811 1.23255 -2.38698
H 1.95649 -1.89839 -1.75095
*
```

***

x) DFT (ωB97M-V/def2-TZVPD) results for a structure of composition C6H11NO2.

Results
- LUMO (spin up / spin down): -0.21 / -0.21 eV
- HOMO-LUMO gap (spin up / spin down): 7.30 / 7.30 eV

Geometry as ORCA input:
```
! wB97M-V def2-TZVPD RIJCOSX def2/J DEFGRID3
* xyz 0 1
C 1.45059 -2.01823 -0.21347
C -0.67720 2.20491 0.64936
C -0.28269 -0.12438 1.62660
C -1.03464 -1.12955 -1.18167
C -0.28140 0.27889 -0.86270
C -0.32935 0.75561 0.41644
N -0.17331 1.05547 -1.98386
O 0.83719 -1.16536 -1.15837
O -1.57851 -1.95200 -0.55795
H 0.64892 1.63998 -2.01249
H -0.32521 0.55513 -2.84658
H 2.11325 -1.45917 0.45352
H 0.70892 -2.56680 0.38172
H 2.05084 -2.74834 -0.76555
H -0.83494 -1.05995 1.47299
H -0.87537 2.74089 -0.27727
H -1.56107 2.29119 1.29164
H 0.13891 2.71881 1.17146
H 0.73373 -0.40586 1.91582
H -0.72868 0.38877 2.48035
*
```

***

y) DFT (ωB97M-V/def2-TZVPD) results for a cluster of 2 separate species, C6H11NO2 in total.

Results
- SMILES: CN1O[C@H]1O.C=CC=C
- LUMO: 0.44 eV
- HOMO-LUMO gap: 9.12 eV

Geometry as ORCA input:
```
! wB97M-V def2-TZVPD RIJCOSX def2/J DEFGRID3
* xyz 0 1
C -1.77218 1.74376 0.27981
N -1.77853 1.38648 1.65464
O -1.34158 -0.22268 1.77351
C -0.35625 0.45839 2.25657
O 0.87768 0.36813 1.75681
H -0.87232 2.30209 -0.00690
H -2.62356 2.44041 0.23615
H -1.95393 0.94831 -0.45522
H -0.34512 0.80281 3.28854
H 0.85050 -0.05106 0.87123
C 1.29063 -2.24501 -0.22217
C 0.27680 -1.64559 -0.84896
C 0.41081 -0.57485 -1.83748
C 1.38173 0.33747 -1.85796
H 2.31935 -2.06170 -0.49900
H 1.11808 -3.04299 0.48477
H -0.73571 -1.84352 -0.51466
H -0.45596 -0.42754 -2.47359
H 1.44062 1.07942 -2.64041
H 2.26892 0.24767 -1.24568
*
```

***

Most stable pick: w). Distance to second place: 1.195 eV.

***

w) DFT (ωB97M-V/def2-TZVPD) results for a structure of composition C6H11NO2.

Results
- LUMO: -0.30 eV
- HOMO-LUMO gap: 8.22 eV

Geometry as ORCA input:
```
! wB97M-V def2-TZVPD RIJCOSX def2/J DEFGRID3
* xyz 0 1
C -0.27388 -0.31710 1.46787
C -0.12594 1.05127 1.57339
C -0.88785 0.61099 0.29914
C -0.15872 0.44021 -1.11421
C 1.30989 0.13916 -1.28920
C -0.38260 -0.87315 -1.76187
H 1.08645 -1.24778 2.13462
H -1.21414 -0.64990 2.08739
H 0.86145 1.62151 1.13558
H -1.33293 1.08906 3.58467
H -2.05531 0.69108 0.51540
H -0.67677 1.33351 -1.66246
H 2.03970 0.88587 -1.76231
H 1.73316 -0.27850 -0.50123
H 1.23395 -1.80871 -3.12377
H -1.54304 -0.93243 -2.09590
H -0.18045 -1.54996 -0.69199
N 0.79584 -0.74055 -2.53027
O 0.68622 -1.32826 1.27200
O -0.91503 1.86369 2.46315
*
```

***

x) DFT (ωB97M-V/def2-TZVPD) results for an isolated molecule of C6H11NO2.

Results
- SMILES: OCC1=C(CO)CNC1
- LUMO: 0.62 eV
- HOMO-LUMO gap: 9.22 eV

Geometry as ORCA input:
```
! wB97M-V def2-TZVPD RIJCOSX def2/J DEFGRID3
* xyz 0 1
O -2.31449 -1.23909 0.67602
C -1.37083 -1.38804 -0.36882
C -0.08881 -0.66464 -0.02684
C 0.15673 0.64528 0.06510
C -0.88805 1.76030 0.08595
O -2.14262 1.34917 -0.43721
C 1.57934 1.09074 0.26436
N 2.27736 -0.25481 0.20230
C 1.39842 -1.30322 -0.19673
H -1.72692 -1.25583 1.50194
H -1.07861 -2.47336 -0.46055
H -1.82767 -0.96696 -1.32653
H -0.87294 2.05652 1.18062
H -0.58589 2.64247 -0.52871
H -2.39144 0.47858 -0.00588
H 1.61709 1.61339 1.29750
H 2.01231 1.93053 -0.44228
H 3.06082 -0.23252 -0.39254
H 1.59884 -2.39102 0.24363
H 1.58735 -1.39750 -1.33132
*
```

***

Most stable pick: x). Distance to second place: 6.963 eV.